H10O4S2 | the ωB97M-V functional and the def2-TZVPD basis

Each line ends with the Mulliken charge.
Atoms and positions in Å:
1 H 0.284997 2.593080 1.615737  0.144
2 O 0.099354 -1.173181 1.568982  -0.636
3 S 0.713459 1.435029 -0.699706  -0.098
4 H 0.917022 -1.204960 2.084208  0.330
5 H 1.845764 -0.660745 -1.456142  0.286
6 H 0.449534 -1.267939 0.669409  0.282
7 H 0.521776 2.271041 -1.709403  0.155
8 O 2.173102 -1.530037 -1.165587  -0.574
9 H -1.630666 -1.771266 -2.643538  0.296
10 S 1.117238 2.970587 0.655880  -0.216
11 H -2.482205 0.757507 3.192521  0.315
12 O -1.218420 -0.903039 -2.632344  -0.586
13 H -1.976850 -0.319667 -2.607371  0.309
14 O -2.414351 0.298692 2.356768  -0.630
15 H 3.064744 -1.549749 -1.474860  0.286
16 H -1.464498 0.054648 2.245446  0.338

Forces on the atoms, in the same order (eV/Å):
-0.5 -0.2 0.1
0.6 0.1 -0.1
0.0 0.2 0.5
-0.2 0.0 0.1
0.1 -0.4 0.1
-0.3 0.0 0.0
-0.3 0.1 -0.4
-1.1 0.5 0.2
0.2 -0.2 0.0
0.6 -0.1 -0.3
0.1 0.1 0.2
0.0 -0.1 0.0
-0.1 0.4 0.1
0.9 -0.2 -0.4
1.0 -0.1 -0.3
-0.9 0.0 0.1

**Relative energy (zero: lowest compared OMol25 entry of this formula, charge and spin)**: 13.2 kcal/mol
**Gap between HOMO and LUMO**: 9.34 eV
**Electronic energy**: -30022.57630 eV
**SMILES**: SS.O.O.O.O